DFT (wB97M-V/def2-TZVPD) results for a single C4H8N2O molecule at a distorted geometry.

Bonds (Å) are listed after each position.
Geometry (Å):
1 O 2.88 -0.94 -0.17  C2 1.225
2 C 1.74 -0.52 -0.02  O1 1.225, N3 1.415, N7 1.340
3 N 0.68 -1.45 0.12  C2 1.415, C4 1.435, H8 1.000
4 C -0.66 -1.03 -0.12  N3 1.435, C5 1.511, H9 1.109, H10 1.106
5 C -0.65 0.32 0.55  C4 1.511, C6 1.419, H11 1.097
6 C -1.14 1.43 -0.19  C5 1.419, H12 1.146, H13 1.092, H14 1.094
7 N 1.30 0.74 0.09  C2 1.340, H15 1.042
8 H 0.94 -2.35 -0.26  N3 1.000
9 H -0.95 -0.92 -1.19  C4 1.109
10 H -1.36 -1.76 0.31  C4 1.106
11 H -0.86 0.35 1.63  C5 1.097
12 H -2.16 0.98 0.07  C6 1.146
13 H -0.97 2.40 0.28  C6 1.092
14 H -0.92 1.39 -1.26  C6 1.094
15 H 2.14 1.36 0.16  N7 1.042

Results
Electronic energy in eV: -9303.0917
Relative energy (zero: lowest compared OMol25 entry of this formula, charge and spin) in kJ/mol: 318.5
2S+1: 1
Orbital gap in eV: 9.282